# 1
The following is a DFT calculation (ωB97M-V/def2-TZVPD) of 3 unconnected molecules or ions with the total composition C26H52N4O9P2S4 in a non-equilibrium geometry.

Last column: Mulliken charge in e.
Cartesian coordinates (Å):
S (-1.1792, -4.0256, -5.5994)  -0.03
S (-2.6700, -4.7431, -0.5152)  -0.21
S (-1.8107, -6.6890, -4.3909)  -0.21
S (-2.7094, -5.8955, 2.8401)  -0.13
P (-0.9766, 4.9249, 4.5701)  1.08
P (3.1504, 2.1115, -4.1333)  1.06
O (2.2646, 3.1847, -4.7217)  -0.77
O (-0.5368, 5.2443, 6.1767)  -0.29
O (0.6212, 4.8268, 4.1805)  -0.37
O (2.1072, 0.8393, -4.2271)  -0.29
O (-2.7463, -3.3021, 1.8593)  -0.33
O (2.9402, 2.4953, -2.5413)  -0.34
O (4.3583, 1.0451, -3.6034)  -0.27
O (-1.2159, 3.3654, 5.0578)  -0.35
O (-1.5646, 4.7979, 3.1842)  -0.76
N (2.0009, -7.7431, -6.6342)  -0.61
N (0.4568, -6.3834, -5.7154)  0.18
N (-0.9430, -4.2471, 5.1036)  -0.61
N (-2.4539, -2.0521, -1.1333)  -0.12
C (1.4413, 7.0879, 4.5636)  -0.95
C (1.2352, 5.9562, 3.5720)  -0.32
C (3.0607, -0.5521, -5.9784)  -1.05
C (-2.1999, 2.5474, 4.4330)  -0.38
C (2.5137, 3.7976, -2.1525)  -0.35
C (-2.0096, -3.3101, -4.0949)  -0.58
C (-1.0360, -2.3957, -3.2293)  0.56
C (-1.0821, -3.7093, 3.7314)  -0.92
C (-1.5852, 1.7137, 3.3239)  -0.88
C (-3.6128, -3.6135, 4.0901)  -0.78
C (-0.7592, -5.7531, -5.2736)  0.02
C (0.6733, -7.5010, -6.5362)  0.00
C (-3.3326, -2.1924, 4.6620)  -0.87
C (-1.5651, -2.2082, 0.0266)  -0.59
C (-1.4286, 6.1048, 6.9004)  -0.27
C (-2.8221, 5.5163, 7.0195)  -1.08
C (-2.4711, -4.0529, 3.0461)  0.38
C (6.1327, 2.7278, -3.4400)  -1.10
C (5.6961, 1.3852, -3.9960)  -0.28
C (-1.8950, -3.6315, 0.7556)  0.10
C (-1.8063, -1.3965, -2.2874)  -1.12
C (1.6863, -5.8829, -5.2704)  -0.14
C (-2.8648, -1.2240, 5.2301)  0.34
C (2.6725, -6.7745, -5.8646)  -0.38
C (1.8668, 0.2569, -5.5027)  -0.21
C (1.0069, 3.8435, -1.9767)  -1.03
H (0.4840, 3.4351, -2.8426)  0.30
H (1.9317, 6.7271, 5.4694)  0.25
H (-0.2835, -4.2429, 3.1282)  0.43
H (-1.4662, 7.0809, 6.4067)  0.27
H (-2.3597, 1.1935, 2.7559)  0.30
H (-3.3468, -1.6301, -0.8906)  0.23
H (-4.0667, -5.9466, 2.5764)  0.16
H (3.7730, -6.6897, -5.6937)  0.33
H (1.6078, 1.0339, -6.2291)  0.29
H (-0.9021, 0.9695, 3.7406)  0.23
H (-0.9150, -4.0933, 1.0339)  0.25
H (2.2033, 5.6261, 3.1909)  0.33
H (-2.7822, 4.5132, 7.4473)  0.25
H (-0.8315, -2.6190, 3.7066)  0.33
H (-2.4801, -4.1142, -3.4579)  0.15
H (1.0034, -0.4025, -5.3951)  0.14
H (-3.0342, 3.1487, 4.0684)  0.38
H (-3.3016, 5.4290, 6.0378)  0.32
H (-3.6052, -4.3511, 4.9257)  0.37
H (-2.4172, -0.3864, 5.7987)  0.40
H (-3.8437, -5.2519, -0.0303)  0.08
H (0.6395, 6.2928, 2.7173)  0.28
H (3.9058, 0.1026, -6.2128)  0.25
H (0.4824, 7.5214, 4.8643)  0.19
H (6.3530, 0.5979, -3.6231)  0.36
H (2.8587, 4.5504, -2.8633)  0.35
H (-0.1467, -8.0766, -7.0146)  0.34
H (0.7064, 3.2394, -1.1175)  0.22
H (-1.1541, -0.5557, -1.9111)  0.35
H (-1.3121, -3.5990, 5.7976)  0.31
H (-1.0018, 6.2516, 7.8938)  0.37
H (-1.8133, -1.4049, 0.7865)  0.16
H (3.3938, -1.2459, -5.2045)  0.24
H (2.0466, 7.8828, 4.1238)  0.41
H (2.9944, 4.0242, -1.1960)  0.36
H (-4.5967, -3.5808, 3.5404)  0.43
H (2.8123, -1.1163, -6.8793)  0.44
H (-2.6364, -0.9258, -2.8956)  0.46
H (1.8328, -5.0029, -4.6138)  0.35
H (-0.4783, -2.1036, -0.2160)  0.41
H (5.5343, 3.5448, -3.8592)  0.33
H (-0.4788, -1.7508, -3.9733)  -0.28
H (-0.2636, -2.9927, -2.6622)  0.19
H (-3.4539, 6.1466, 7.6477)  0.42
H (7.1800, 2.9211, -3.6783)  0.42
H (0.6669, 4.8689, -1.8158)  0.36
H (-2.6047, 1.8824, 5.2019)  0.18
H (-2.8621, -2.6790, -4.4626)  0.37
H (-0.9979, 2.3225, 2.6350)  0.39
H (-1.3462, -5.1799, 5.1803)  0.27
H (5.7617, 1.3837, -5.0885)  0.27
H (6.0024, 2.7578, -2.3570)  0.26

Cartesian forces, eV/Å:
0.96 -0.32 0.19
-0.12 -0.66 -0.19
0.88 0.73 -0.84
-0.03 0.29 -0.11
4.68 -7.41 -0.62
-5.81 -2.28 6.20
3.35 0.12 -2.31
-2.09 2.56 -1.49
-0.45 0.63 0.16
0.53 0.18 -0.46
1.19 -1.22 0.21
1.01 0.27 -0.44
0.88 1.85 -2.99
-0.70 0.73 0.48
-1.60 3.45 1.43
-1.31 1.17 0.78
0.35 1.61 -0.08
-0.04 0.63 -0.64
1.28 0.72 -0.47
-0.09 0.07 0.08
0.23 0.20 -0.04
0.11 0.02 -0.06
0.03 -0.31 -0.34
-0.39 0.20 0.15
-0.25 -0.13 1.40
0.14 0.48 -0.71
0.98 -1.73 -0.73
0.14 -0.12 -0.10
0.20 1.65 -0.46
-1.82 -1.39 1.50
2.04 0.52 0.67
0.63 -1.03 0.20
-1.36 -0.33 0.76
-0.26 0.10 0.45
-0.02 -0.14 -0.06
-1.70 1.21 1.60
-0.10 0.08 0.10
0.51 0.05 0.13
0.28 1.46 -0.50
-0.78 0.18 -0.17
2.26 -2.21 -1.81
-0.11 -0.19 0.06
-2.87 1.50 1.04
0.04 -0.25 -0.15
-0.17 -0.10 0.06
0.15 0.13 -0.10
0.02 -0.02 -0.10
-0.74 0.72 0.46
0.02 0.06 0.14
0.02 -0.02 0.06
0.48 -0.07 -0.01
0.99 0.43 0.28
-1.28 -0.44 -0.47
-0.05 -0.01 0.04
-0.08 -0.01 0.02
-1.05 0.19 0.19
-0.10 -0.14 0.04
0.04 0.08 0.03
-0.67 -0.95 -0.03
0.62 0.66 -0.82
0.00 0.12 0.12
0.12 0.01 -0.09
-0.03 0.06 0.01
-0.26 0.76 -0.67
-0.73 -1.02 -0.88
0.85 0.57 0.45
0.02 -0.05 -0.01
0.00 -0.04 -0.06
0.03 0.07 -0.02
-0.19 -0.06 0.01
-0.12 -0.09 -0.07
0.82 0.67 0.56
0.06 0.07 0.02
-0.25 -0.77 -0.75
-0.13 -0.44 -0.26
0.14 -0.08 -0.12
0.49 -0.98 -0.51
-0.09 0.02 -0.03
-0.05 -0.02 -0.01
0.06 -0.19 -0.06
0.98 -0.30 0.67
0.00 0.04 0.01
0.94 -0.38 0.53
-0.51 -0.85 -0.65
-0.98 -0.32 -0.14
0.05 0.01 -0.04
-0.36 -0.65 0.84
-0.91 0.45 -0.59
0.02 0.00 -0.05
-0.05 0.00 -0.03
0.02 -0.04 0.03
0.11 0.15 0.09
0.87 -0.59 0.01
-0.17 0.14 0.04
0.08 0.42 0.12
0.13 -0.08 0.02
0.04 -0.06 -0.05

Values from the calculation:
HOMO-LUMO gap   7.0 eV
SMILES string   C#CC[C@](S)(CN)O[C@@H](S)CNCCCSC(=S)n1ccnc1.CCOP(=O)(OCC)OCC.CCOP(=O)(OCC)OCC

# 2
The following is a DFT calculation (ωB97M-V/def2-TZVPD) of a molecular structure, C19H23F3KN8O4S2 in a non-equilibrium geometry.

Last column: Mulliken charge in e.
Cartesian coordinates (Å):
K (-0.3072, -0.1022, -0.5898)  1.02
S (0.4420, -3.1408, -1.3342)  -0.22
S (1.4839, 2.5047, 1.3237)  -0.23
F (2.9078, 0.6616, -2.7830)  -0.37
F (3.4115, -0.3671, -0.8443)  -0.38
F (-1.6011, 5.1240, 1.4743)  -0.38
O (-0.1617, 5.3140, -3.6895)  -0.67
O (-2.5690, 2.4417, -2.1408)  -0.72
O (-1.5639, 7.5568, 0.0019)  -0.69
O (-1.2529, 0.6437, -2.4810)  -0.80
N (0.1890, 1.2541, 3.2882)  -0.18
N (2.9391, -2.7116, -2.2061)  -0.16
N (1.3794, -2.0618, -3.6154)  0.32
N (-1.6500, -1.8242, 1.4375)  -0.40
N (-0.1186, 0.1811, 2.5268)  -0.17
N (-0.4878, 4.0723, -1.7840)  0.24
N (0.6057, 3.4671, 3.6400)  -0.54
N (-0.8728, 6.3631, -1.8093)  -0.05
C (-1.2517, 5.1929, 0.1684)  0.16
C (3.6832, -1.9411, -3.2017)  -0.53
C (0.7118, 2.4042, 2.7735)  0.20
C (-0.7785, -4.4301, 1.7894)  -0.38
C (-0.4874, 5.2381, -2.5209)  0.44
C (2.5969, 0.7209, -1.3673)  -0.18
C (-0.1997, -3.3940, 2.4992)  -0.75
C (-1.4928, 1.8688, -2.3578)  0.43
C (-1.8171, -4.1519, 0.9173)  -0.53
C (-2.1970, -2.8271, 0.7645)  -0.09
C (-0.1682, -0.9558, 3.1021)  0.47
C (0.0926, -1.6874, -4.1495)  -0.85
C (-0.9112, 4.0741, -0.4927)  -0.30
C (0.2178, -1.1536, 4.5471)  -1.75
C (1.5986, -2.6152, -2.4177)  -0.30
C (2.6148, -1.6243, -4.2533)  -0.57
C (-1.2596, 6.4781, -0.4755)  0.22
C (-0.2173, 2.7944, -2.4380)  -0.40
C (-0.6755, -2.0967, 2.3134)  0.80
H (-0.8725, 7.2177, -2.3427)  0.22
H (4.0757, -1.0254, -2.7627)  0.20
H (-0.2762, -2.4383, -4.8551)  0.25
H (-0.4136, -5.4417, 1.9086)  0.40
H (-0.9529, 3.1152, -0.0044)  0.90
H (3.1637, 1.6158, -1.0343)  0.11
H (2.5643, -0.5551, -4.4613)  0.36
H (-2.9817, -2.5553, 0.0660)  0.34
H (3.2368, -2.6568, -1.2473)  0.31
H (-0.4909, -0.6560, 5.2162)  0.39
H (2.7709, -2.1681, -5.1908)  0.38
H (0.6432, -3.5822, 3.1507)  0.35
H (-0.6290, -1.5631, -3.3478)  0.24
H (-0.2752, 3.5689, 4.1253)  0.23
H (0.2282, -2.2072, 4.8067)  0.39
H (0.1853, -0.7271, -4.6551)  0.32
H (1.2072, -0.7280, 4.7309)  0.40
H (0.9188, 4.3246, 3.2141)  0.30
H (0.0440, 1.2163, 4.2875)  0.34
H (0.0217, 2.9951, -3.4772)  0.34
H (4.5111, -2.5280, -3.6041)  0.31
H (0.6302, 2.2769, -1.9692)  -0.14
H (-2.2938, -4.9369, 0.3479)  0.39

Cartesian forces, eV/Å:
1.16 -0.61 1.54
-0.37 -0.29 0.33
-0.10 -0.19 0.14
0.17 0.55 0.18
0.26 0.26 0.21
-0.04 0.06 -0.01
-0.06 0.01 0.07
0.00 -0.17 0.06
0.04 -0.08 0.06
-0.72 0.54 -1.45
-0.03 0.17 0.57
-0.07 -0.15 -0.25
0.05 0.16 0.21
0.01 0.10 0.18
-0.03 -0.18 -0.59
0.14 0.27 -0.29
-0.10 -0.05 0.10
0.00 0.04 0.08
0.09 -0.31 0.08
0.30 -0.06 -0.08
0.22 0.23 -0.45
-0.08 -0.02 -0.07
0.11 -0.16 -0.03
-0.92 -0.01 0.27
0.07 0.22 0.05
0.07 0.69 -0.20
0.13 -0.05 0.13
-0.07 -0.07 -0.09
0.18 0.33 0.48
-0.10 -0.11 -0.06
-0.14 0.25 0.13
0.01 -0.02 -0.15
0.52 0.29 -0.34
0.05 -0.08 -0.23
-0.03 0.08 -0.20
-0.48 -0.56 0.20
-0.28 -0.45 -0.33
0.01 0.05 -0.03
-0.06 -0.27 -0.09
0.01 0.02 -0.02
0.01 0.00 -0.02
0.02 -0.03 0.05
0.23 -0.17 -0.16
-0.01 -0.14 -0.02
0.04 -0.01 -0.01
-0.10 0.06 0.07
-0.03 -0.04 0.01
-0.02 -0.06 0.02
-0.04 -0.01 0.06
0.02 -0.04 -0.02
0.00 -0.06 0.00
-0.01 0.00 0.06
0.03 0.00 0.03
0.00 -0.02 0.02
0.03 0.05 -0.01
0.00 -0.03 0.00
0.03 0.00 -0.02
-0.10 -0.10 -0.08
-0.01 0.18 -0.05
-0.02 0.04 -0.04

Values from the calculation:
Net charge   -1
HOMO-LUMO gap   5.4 eV
Energy relative to the best compared isomer or geometry (same formula, charge and spin)   18.43 kcal per mole

# 3
The following is a DFT calculation (ωB97M-V/def2-TZVPD) of C22H28F3N3O2 in the gas phase.

Last column: Mulliken charge in e.
Cartesian coordinates (Å):
F (5.5198, -0.2891, -0.7342)  -0.33
F (3.8054, -0.1071, 0.5271)  -0.16
F (4.4364, -2.0446, -0.1393)  -0.30
O (1.5622, 1.6688, -1.1083)  -0.60
O (1.6199, 1.7469, 1.1236)  -0.14
N (-2.1013, 0.5138, 1.2929)  0.95
N (-4.0890, -1.7524, -0.3582)  -1.09
N (-3.9793, -1.6347, 0.9585)  0.96
C (-3.2215, 1.2195, 1.8855)  -1.07
C (-3.1797, -2.6363, -0.7237)  -0.61
C (-1.7562, 1.0141, -0.0224)  -1.31
C (4.0349, -0.3465, -2.9781)  -0.96
C (3.4198, -0.6757, -1.7758)  0.66
C (-0.7833, 0.0623, -0.7085)  -1.20
C (1.2970, 1.1830, -0.0357)  -0.84
C (-4.5635, 0.7272, 1.3395)  -0.59
C (2.2529, 3.0278, 1.0730)  -0.28
C (-3.0128, -2.4284, 1.4519)  -0.18
C (1.3416, -1.3022, -0.4468)  -1.99
C (4.2788, -0.7628, -0.5468)  0.75
C (0.5042, -0.1152, 0.1103)  2.64
C (-0.9201, 0.5075, 2.1330)  -1.23
C (2.0602, -0.9955, -1.7280)  0.40
C (1.9694, -0.6918, -4.1270)  -0.91
C (-4.8381, -0.7397, 1.6825)  -0.75
C (3.3068, -0.3373, -4.1516)  -0.63
C (1.3621, -1.0219, -2.9311)  -0.23
C (0.1285, -0.4419, 1.5588)  -1.42
C (-2.4641, -3.1040, 0.3857)  -0.55
C (3.7420, 2.9396, 0.7794)  -1.06
H (-5.3584, 1.3403, 1.7671)  0.44
H (4.2292, 2.2859, 1.4972)  0.24
H (-2.6627, 1.0770, -0.6265)  0.58
H (-5.8752, -0.9751, 1.4207)  0.34
H (-3.0745, -2.9108, -1.7553)  0.53
H (3.7869, -0.0683, -5.0795)  0.40
H (1.3975, -0.7115, -5.0426)  0.42
H (2.0747, 3.4611, 2.0601)  0.37
H (0.3231, -1.3123, -2.9240)  0.51
H (-1.2763, -0.9042, -0.8178)  0.41
H (5.0848, -0.0972, -2.9910)  0.51
H (-0.5357, 0.4576, -1.6940)  0.54
H (1.7565, 3.6311, 0.3045)  0.36
H (-4.5965, 0.8323, 0.2555)  0.34
H (-0.4933, 1.5191, 2.2409)  0.33
H (3.9009, 2.5476, -0.2216)  0.19
H (-4.6911, -0.9155, 2.7505)  0.31
H (1.0181, -0.4167, 2.1888)  0.53
H (4.1799, 3.9319, 0.8427)  0.48
H (-1.6751, -3.8287, 0.4013)  0.52
H (-3.1453, 2.3103, 1.7277)  0.30
H (2.0414, -1.6177, 0.3261)  0.57
H (-0.2871, -1.4512, 1.5737)  0.50
H (-1.3136, 2.0273, 0.0384)  0.23
H (0.6498, -2.1295, -0.6211)  0.71
H (-2.7867, -2.4623, 2.4984)  0.43
H (-3.2017, 1.0424, 2.9649)  0.45
H (-1.2024, 0.1535, 3.1287)  0.52

Cartesian forces, eV/Å:
0.12 0.13 -0.25
-0.37 0.22 0.05
-0.10 -0.15 -0.09
-0.02 0.17 0.12
0.09 -0.13 0.40
0.08 0.18 0.12
-0.49 0.44 -0.56
0.28 -0.72 0.22
-0.19 0.03 -0.16
0.07 -0.08 0.19
-0.02 -0.21 -0.24
-0.01 0.02 0.14
0.03 0.01 -0.07
-0.04 0.29 -0.02
-0.20 -0.05 -0.30
0.28 -0.14 0.23
0.25 0.49 -0.20
0.02 -0.23 -0.16
-0.01 0.18 0.10
0.37 -0.30 0.23
-0.01 -0.17 0.02
0.08 -0.16 0.10
0.24 -0.22 -0.20
0.01 0.02 -0.03
-0.38 0.66 -0.08
0.00 0.02 -0.04
0.09 -0.07 0.09
-0.03 0.30 0.06
0.01 -0.04 0.15
-0.35 -0.16 0.02
-0.07 0.01 -0.05
0.11 -0.01 0.06
0.04 0.07 -0.01
0.14 -0.07 0.12
-0.02 -0.03 -0.21
0.04 0.01 -0.10
-0.06 0.00 -0.08
-0.03 -0.04 -0.14
-0.14 -0.02 0.01
0.05 0.00 0.00
0.05 0.00 0.01
-0.01 -0.06 -0.02
0.02 -0.07 0.19
-0.10 0.06 -0.03
-0.06 -0.05 0.07
0.06 0.00 -0.05
-0.01 -0.07 -0.07
0.04 -0.09 0.00
0.06 0.12 0.02
0.14 -0.13 0.06
0.04 -0.02 0.10
-0.07 -0.06 -0.03
0.03 -0.05 -0.01
-0.08 0.03 0.01
-0.03 0.01 0.07
0.03 0.05 0.23
0.02 0.05 0.01
0.00 0.05 0.00

Values from the calculation:
HOMO-LUMO gap   9.2 eV
SMILES string   CCOC(=O)C1(Cc2ccccc2C(F)(F)F)CCN(CCCn2cccn2)CC1
Energy relative to the best compared isomer or geometry (same formula, charge and spin)   26.72 kcal per mole